Entry 1:
Entry from the Open Molecules 2025 dataset: a structure of composition C2H3O2Rb in a non-equilibrium geometry (ωB97M-V/def2-TZVPD).

Output
Total charge: 0
Calculated total energy: -6870.0595 eV
Kohn-Sham gap: 7.3 eV
E_LUMO: -0.0200 Eh
Relative energy (zero: lowest compared OMol25 entry of this formula, charge and spin): 66.79 kcal per mole
2S+1: 1

The geometry in XYZ format:
```
8
C2H3O2Rb ωB97M-V/def2-TZVPD
Rb 2.62 -0.32 -0.53
C -0.69 0.44 -0.37
C 0.06 -0.45 0.67
O 1.11 -0.99 0.38
O -0.36 -0.59 1.83
H -0.15 0.60 -1.30
H -1.01 1.37 0.09
H -1.58 -0.06 -0.77
```

Atom charges from the Mulliken analysis, given in e for atoms 1 to 5: number 1, Rb, carries 0.8413; number 2, C, carries -0.8250; number 3, C, carries 0.8776; number 4, O, carries -0.9404; number 5, O, carries -0.6642

Entry 2:
Entry from the Open Molecules 2025 dataset: a structure of composition C43H42P2Sr in a non-equilibrium geometry (ωB97M-V/def2-TZVPD).

Output
Total charge: 0
Calculated total energy: -64675.2269 eV
Kohn-Sham gap (spin up / spin down): 4.9 / 3.7 eV
E_LUMO (spin up / spin down): -0.0231 / -0.0358 Eh
Relative energy (zero: lowest compared OMol25 entry of this formula, charge and spin): 0.00 kcal per mole
2S+1: 1

The geometry in XYZ format:
```
88
C43H42P2Sr ωB97M-V/def2-TZVPD
Sr 2.22 -1.55 -2.41
C 3.85 -2.72 -0.96
C 3.54 -2.02 0.16
C 4.43 -0.96 0.72
C 4.84 0.16 -0.28
C 3.85 0.30 -1.42
C 4.15 -0.08 -2.69
C 4.85 -1.40 -3.03
C 5.03 -2.43 -1.86
C -1.99 1.81 -0.01
H 3.37 -3.71 -1.18
H 2.84 -2.43 0.91
H 5.35 -1.41 1.13
H 3.95 -0.49 1.59
H 4.93 1.11 0.30
H 5.89 -0.01 -0.60
H 3.02 0.98 -1.17
H 3.87 0.53 -3.56
H 5.83 -1.22 -3.47
H 4.34 -1.86 -3.91
H 5.28 -3.37 -2.37
H 5.93 -2.19 -1.26
H -2.28 0.88 -0.49
H -2.73 2.59 -0.17
H -1.84 1.63 1.06
P -0.69 -0.73 1.56
P -0.42 2.32 -0.68
C 0.70 0.29 1.02
C 0.80 1.45 0.30
C -0.26 -0.90 3.36
C 1.01 -0.89 3.97
C 1.09 -1.12 5.34
C -0.07 -1.34 6.09
C -1.33 -1.33 5.48
C -1.42 -1.09 4.12
C -0.21 -2.45 1.10
C 0.34 -2.54 -0.18
C 0.41 -3.75 -0.86
C 0.14 -4.94 -0.14
C -0.13 -4.88 1.23
C -0.30 -3.63 1.85
C -0.37 4.10 -0.57
C -0.61 4.70 0.68
C -0.68 6.09 0.79
C -0.51 6.89 -0.34
C -0.25 6.30 -1.58
C -0.19 4.91 -1.70
C -0.39 1.75 -2.42
C -1.57 1.32 -3.07
C -1.45 0.53 -4.21
C -0.21 0.25 -4.77
C 0.94 0.89 -4.26
C 0.85 1.63 -3.09
H 1.64 -0.11 1.44
H 1.75 2.01 0.36
H 1.92 -0.72 3.39
H 2.07 -1.14 5.83
H 0.00 -1.53 7.16
H -2.24 -1.50 6.05
H -2.39 -1.07 3.61
H 0.72 -1.58 -0.61
H 0.62 -3.80 -1.95
H 0.14 -5.90 -0.68
H -0.23 -5.80 1.81
H -0.50 -3.59 2.92
H -0.73 4.08 1.56
H -0.86 6.55 1.77
H -0.58 7.97 -0.26
H -0.09 6.92 -2.46
H 0.00 4.45 -2.67
H -2.56 1.65 -2.71
H -2.37 0.20 -4.73
H -0.12 -0.38 -5.66
H 1.89 0.87 -4.81
H 1.74 2.13 -2.66
C -2.64 -1.25 -0.81
C -3.74 -0.97 -0.27
C -5.02 -0.67 0.28
C -5.93 -1.70 0.60
C -7.16 -1.39 1.17
C -7.51 -0.05 1.41
C -6.61 0.97 1.10
C -5.38 0.67 0.53
H -5.66 -2.74 0.40
H -7.86 -2.19 1.43
H -8.47 0.18 1.85
H -6.88 2.00 1.31
H -4.68 1.46 0.27
```

Atom charges from the Mulliken analysis, given in e for atoms 1 to 5: number 1, Sr, carries 1.4901; number 2, C, carries -1.8116; number 3, C, carries 0.7788; number 4, C, carries -0.4693; number 5, C, carries -1.5032

Entry 3:
Entry from the Open Molecules 2025 dataset: a cluster of 8 separate species, C42H108N8O13 in total in a non-equilibrium geometry (ωB97M-V/def2-TZVPD).

Output
Total charge: +1
Calculated total energy: -83825.1776 eV
Kohn-Sham gap (spin up / spin down): 8.0 / 2.8 eV
E_LUMO (spin up / spin down): -0.0796 / -0.2715 Eh
Relative energy (zero: lowest compared OMol25 entry of this formula, charge and spin): 0.00 kcal per mole
2S+1: 2

The geometry in XYZ format:
```
171
C42H108N8O13 ωB97M-V/def2-TZVPD
C 3.94 1.02 1.51
O 5.10 1.42 0.77
C 5.62 2.78 0.96
C 6.95 3.04 0.19
N 6.63 3.13 -1.27
C 7.81 3.39 -2.06
C 7.48 3.21 -3.53
O 6.97 1.93 -3.85
C 6.68 1.78 -5.23
H 4.19 0.78 2.54
H 3.55 0.07 1.14
H 3.15 1.76 1.55
H 5.80 2.81 2.04
H 4.85 3.51 0.70
H 7.68 2.26 0.38
H 7.43 3.91 0.63
H 6.41 2.18 -1.54
H 8.58 2.62 -1.97
H 8.27 4.33 -1.77
H 8.35 3.46 -4.14
H 6.82 4.02 -3.84
H 6.05 2.56 -5.66
H 6.13 0.85 -5.39
H 7.57 1.60 -5.83
C 2.80 5.29 1.30
O 2.66 5.30 2.74
C 1.73 4.30 3.19
C 0.21 4.58 2.85
N -0.63 3.51 3.40
C -2.02 3.78 3.21
C -2.86 2.62 3.62
O -2.44 1.40 2.97
C -3.35 0.31 3.18
H 1.99 5.77 0.75
H 2.96 4.27 0.97
H 3.74 5.83 1.18
H 1.89 4.26 4.27
H 2.01 3.33 2.78
H 0.08 4.71 1.77
H -0.03 5.56 3.24
H -0.40 2.68 2.87
H -2.19 4.15 2.20
H -2.31 4.62 3.85
H -3.90 2.85 3.39
H -2.74 2.59 4.70
H -3.11 -0.56 2.56
H -4.38 0.61 2.98
H -3.47 -0.09 4.18
C -6.21 -6.46 3.87
O -5.32 -5.61 3.18
C -4.31 -6.27 2.41
C -3.36 -5.22 1.85
N -4.04 -4.37 0.97
C -3.13 -3.55 0.23
C -3.90 -2.45 -0.52
O -4.89 -1.85 0.34
C -5.62 -0.89 -0.37
H -6.84 -5.79 4.46
H -5.66 -7.11 4.55
H -6.85 -7.02 3.18
H -4.68 -6.97 1.67
H -3.67 -6.85 3.08
H -2.49 -5.77 1.47
H -2.85 -4.69 2.65
H -4.71 -3.76 1.42
H -2.52 -4.11 -0.47
H -2.45 -3.08 0.94
H -4.38 -2.89 -1.39
H -3.25 -1.68 -0.93
H -6.32 -0.52 0.38
H -6.31 -1.20 -1.15
H -5.05 -0.03 -0.72
C 5.31 -6.39 -1.40
O 3.92 -6.08 -1.31
C 3.49 -5.03 -2.18
C 2.14 -4.43 -1.79
N 2.34 -3.61 -0.60
C 1.07 -3.37 0.07
C 1.16 -2.94 1.55
O -0.19 -2.79 2.01
C -0.39 -2.71 3.41
H 5.62 -6.94 -0.51
H 5.98 -5.54 -1.32
H 5.56 -7.02 -2.25
H 3.32 -5.45 -3.17
H 4.25 -4.28 -2.37
H 1.48 -5.28 -1.61
H 1.67 -3.86 -2.59
H 2.91 -4.25 -0.06
H 0.46 -4.27 -0.02
H 0.59 -2.60 -0.54
H 1.74 -2.02 1.56
H 1.67 -3.67 2.18
H -0.20 -3.62 3.98
H -1.38 -2.34 3.67
H 0.20 -1.86 3.77
C -7.77 1.94 -5.24
O -7.32 3.16 -4.72
C -6.35 3.86 -5.49
C -5.77 5.06 -4.75
N -4.95 4.59 -3.65
C -4.77 5.46 -2.51
C -3.73 4.90 -1.50
O -4.39 3.79 -0.99
C -3.51 3.01 -0.20
H -8.58 1.56 -4.62
H -7.00 1.17 -5.23
H -8.11 2.14 -6.26
H -6.86 4.24 -6.38
H -5.56 3.20 -5.84
H -6.50 5.75 -4.34
H -5.19 5.67 -5.45
H -5.48 3.80 -3.30
H -5.70 5.64 -1.97
H -4.49 6.46 -2.84
H -3.42 5.64 -0.76
H -2.83 4.62 -2.04
H -2.49 2.89 -0.58
H -3.90 1.99 -0.16
H -3.56 3.35 0.83
C -0.85 -0.16 -0.16
C 0.31 0.63 0.46
C 0.52 2.03 -0.22
O 0.85 1.86 -1.61
C 2.09 1.26 -1.82
N 0.11 0.73 1.93
H -0.67 -0.43 -1.21
H -1.77 0.41 -0.21
H -1.13 -1.07 0.37
H 1.24 0.08 0.35
H 1.25 2.64 0.30
H -0.40 2.59 -0.14
H 2.88 1.81 -1.32
H 2.21 1.23 -2.90
H 2.16 0.24 -1.45
H -0.90 0.75 1.94
H 0.27 -0.20 2.28
C 4.97 -4.59 5.09
C 4.60 -3.39 4.27
C 3.96 -2.29 5.15
O 3.76 -1.05 4.49
C 2.71 -0.21 4.99
N 5.83 -2.78 3.67
H 5.79 -4.33 5.75
H 5.21 -5.48 4.50
H 4.09 -4.82 5.70
H 3.98 -3.66 3.42
H 4.58 -1.99 6.00
H 3.03 -2.73 5.52
H 2.71 0.80 4.60
H 2.86 -0.10 6.07
H 1.70 -0.57 4.80
H 6.52 -2.60 4.40
H 5.48 -1.85 3.51
C 0.04 -1.47 -4.36
C -1.36 -1.38 -3.74
C -1.99 -0.03 -3.70
O -3.25 -0.02 -3.03
C -3.91 1.22 -3.33
N -2.27 -2.31 -4.29
H 0.42 -2.49 -4.45
H 0.72 -0.74 -3.93
H -0.02 -1.22 -5.42
H -1.26 -1.68 -2.70
H -2.16 0.23 -4.75
H -1.36 0.76 -3.30
H -3.18 2.01 -3.14
H -4.80 1.38 -2.73
H -4.19 1.43 -4.37
H -2.12 -2.13 -5.27
H -3.15 -1.85 -4.13
```

Atom charges from the Mulliken analysis, given in e for atoms 1 to 5: number 1, C, carries -0.3882; number 2, O, carries -0.4026; number 3, C, carries -0.1104; number 4, C, carries -1.0385; number 5, N, carries -0.3392

Entry 4:
Entry from the Open Molecules 2025 dataset: a cluster of 8 separate species, C18H52N4O8 in total in a non-equilibrium geometry (ωB97M-V/def2-TZVPD).

Output
Total charge: 0
Calculated total energy: -41845.7814 eV
Kohn-Sham gap: 9.6 eV
E_LUMO: 0.0142 Eh
Relative energy (zero: lowest compared OMol25 entry of this formula, charge and spin): 145.02 kcal per mole
2S+1: 1

The geometry in XYZ format:
```
82
C18H52N4O8 ωB97M-V/def2-TZVPD
C -1.48 -3.41 -0.62
O -0.29 -4.04 -0.16
H -1.96 -2.86 0.16
H -2.15 -4.25 -0.85
H -1.34 -2.77 -1.48
H 0.24 -3.39 0.35
C -0.15 -0.51 -0.68
O 0.53 -1.35 0.11
N 0.22 -0.29 -1.88
N -1.14 0.19 -0.21
H 1.02 -0.86 -2.16
H -0.27 0.30 -2.55
H -1.27 0.07 0.79
H -1.71 0.86 -0.75
C -1.10 3.25 -1.48
O -2.15 2.47 -1.18
N 0.09 2.76 -1.77
N -1.23 4.52 -1.64
H 0.14 1.76 -1.48
H 0.85 3.33 -1.52
H -2.17 4.96 -1.52
H -0.48 5.19 -1.75
C 0.16 -2.70 3.25
C 1.18 -1.80 3.99
C 2.42 -1.59 3.20
O 0.73 -0.66 4.31
H -0.57 -2.89 3.96
H 0.69 -3.58 3.02
H -0.21 -2.34 2.23
H 1.41 -2.37 4.85
H 3.17 -0.88 3.48
H 2.16 -1.40 2.16
H 2.97 -2.58 3.13
H 1.28 -0.29 4.99
C 3.24 1.81 1.96
C 1.72 1.92 2.01
C 1.27 2.99 2.97
O 1.21 2.07 0.89
H 3.71 1.80 2.92
H 3.69 2.59 1.33
H 3.48 0.79 1.58
H 1.39 0.95 2.37
H 1.77 2.79 3.93
H 0.17 2.86 2.98
H 1.43 4.00 2.63
H 0.56 1.34 0.79
C -3.02 1.35 3.33
C -2.27 0.04 3.02
C -3.09 -0.92 2.17
O -1.14 0.17 2.49
H -2.45 1.99 3.96
H -3.97 1.19 3.84
H -3.19 1.90 2.40
H -2.05 -0.51 3.97
H -3.30 -0.46 1.18
H -4.01 -1.26 2.63
H -2.56 -1.92 1.99
H -0.44 -0.09 3.11
C 3.02 -0.54 -3.76
C 3.29 -1.55 -2.59
C 3.53 -0.65 -1.39
O 2.31 -2.28 -2.31
H 2.09 0.06 -3.66
H 3.12 -0.99 -4.78
H 3.70 0.24 -3.91
H 4.17 -2.06 -2.88
H 2.66 0.04 -1.27
H 4.43 -0.05 -1.49
H 3.64 -1.16 -0.47
H 2.56 -2.94 -1.62
C -3.36 -0.73 -4.88
C -2.65 -0.02 -3.80
C -1.41 0.77 -4.23
O -3.41 0.76 -3.13
H -2.70 -1.13 -5.66
H -3.98 -0.01 -5.42
H -4.18 -1.49 -4.65
H -2.22 -0.76 -3.12
H -0.95 1.40 -3.49
H -1.72 1.45 -5.04
H -0.70 0.09 -4.70
H -2.96 1.32 -2.50
```

Atom charges from the Mulliken analysis, given in e for atoms 1 to 5: number 1, C, carries -0.0521; number 2, O, carries -0.6169; number 3, H, carries -0.1856; number 4, H, carries 0.4113; number 5, H, carries 0.0396

Entry 5:
Entry from the Open Molecules 2025 dataset: a cluster of 2 separate species, C5H10 in total in a non-equilibrium geometry (ωB97M-V/def2-TZVPD).

Output
Total charge: 0
Calculated total energy: -5343.9934 eV
Kohn-Sham gap: 10.0 eV
E_LUMO: 0.0372 Eh
Relative energy (zero: lowest compared OMol25 entry of this formula, charge and spin): 75.47 kcal per mole
2S+1: 1

The geometry in XYZ format:
```
15
C5H10 ωB97M-V/def2-TZVPD
C -4.38 0.12 0.19
C -3.41 1.00 -0.01
H -5.34 0.39 -0.27
H -4.44 -0.43 1.11
H -3.30 1.59 -0.92
H -2.67 0.79 0.81
C 2.10 -0.72 0.95
C 2.32 -0.25 -0.46
C 3.53 -0.06 -1.24
H 2.84 -1.46 1.19
H 1.05 -1.01 1.12
H 2.47 0.00 1.64
H 1.33 0.03 -1.01
H 3.38 0.50 -2.15
H 4.52 -0.48 -0.94
```

Atom charges from the Mulliken analysis, given in e for atoms 1 to 5: number 1, C, carries -0.5030; number 2, C, carries -0.4281; number 3, H, carries 0.2270; number 4, H, carries 0.2471; number 5, H, carries 0.2726

Entry 6:
Entry from the Open Molecules 2025 dataset: a cluster of 4 separate species, C23H22BBr2F7N3O2S in total in a non-equilibrium geometry (ωB97M-V/def2-TZVPD).

Output
Total charge: -1
Calculated total energy: -203383.6567 eV
Kohn-Sham gap: 7.0 eV
E_LUMO: 0.0909 Eh
2S+1: 1

The geometry in XYZ format:
```
61
C23H22BBr2F7N3O2S ωB97M-V/def2-TZVPD
C -3.01 1.76 -2.09
C -1.97 0.72 -2.33
B -0.86 0.18 -1.23
C -1.57 -0.67 0.04
Br -3.41 -0.34 0.74
C -0.80 -1.79 0.71
C -1.53 -2.65 1.94
Br 1.04 -2.39 0.20
S 0.38 1.47 -0.67
O 0.80 2.27 -1.97
O 1.71 0.90 -0.09
C -0.26 2.75 0.54
F 0.82 3.80 0.63
F -1.48 3.47 0.09
C -0.55 2.20 2.05
F -0.01 0.85 2.35
F -2.05 2.29 2.24
C 0.07 3.19 3.25
F -0.50 2.63 4.53
F 1.54 3.09 3.39
F -0.44 4.59 3.17
H -3.89 1.70 -1.32
H -2.99 2.73 -2.78
H -1.92 0.29 -3.44
H -0.23 -0.66 -1.81
H -0.84 -3.57 2.20
H -1.78 -1.95 2.85
H -2.51 -3.11 1.44
N 6.49 2.10 -2.95
C 5.58 1.27 -3.51
C 4.24 1.25 -3.18
C 3.79 2.14 -2.21
C 4.70 3.01 -1.61
C 6.02 2.95 -2.01
H 5.98 0.59 -4.26
H 3.56 0.57 -3.67
H 2.74 2.16 -1.92
H 4.38 3.71 -0.85
H 6.77 3.61 -1.57
N -5.31 -0.75 -2.52
C -6.29 0.07 -2.96
C -7.64 -0.25 -2.95
C -8.01 -1.49 -2.44
C -7.03 -2.36 -1.98
C -5.71 -1.95 -2.03
H -5.95 1.03 -3.35
H -8.38 0.45 -3.31
H -9.06 -1.78 -2.42
H -7.29 -3.34 -1.58
H -4.91 -2.59 -1.68
N 3.42 -3.29 2.34
C 4.47 -2.44 2.37
C 5.27 -2.25 3.49
C 4.98 -2.97 4.64
C 3.91 -3.86 4.63
C 3.17 -3.98 3.47
H 4.65 -1.89 1.45
H 6.10 -1.55 3.46
H 5.59 -2.85 5.53
H 3.66 -4.44 5.52
H 2.32 -4.66 3.42
```

Atom charges from the Mulliken analysis, given in e for atoms 1 to 5: number 1, C, carries -0.6363; number 2, C, carries 0.0167; number 3, B, carries 0.0632; number 4, C, carries 0.0467; number 5, Br, carries -0.1799

Entry 7:
Entry from the Open Molecules 2025 dataset: the ion C8H14N2 with charge +2 in a non-equilibrium geometry (ωB97M-V/def2-TZVPD).

Output
Total charge: +2
Calculated total energy: -11482.1801 eV
Kohn-Sham gap: 8.7 eV
E_LUMO: -0.3629 Eh
Relative energy (zero: lowest compared OMol25 entry of this formula, charge and spin): 20.27 kcal per mole
2S+1: 1

The geometry in XYZ format:
```
24
C8H14N2 ωB97M-V/def2-TZVPD
C 0.86 -2.23 -0.58
C 1.56 -3.37 -0.37
C -1.59 -0.76 -1.07
C 0.15 -1.35 0.28
C 2.21 -4.44 -0.41
C 0.21 3.35 0.22
C -0.64 2.07 0.20
C 0.02 0.97 -0.63
N 0.08 -1.45 1.63
N -0.57 -0.36 -0.46
H 0.80 -2.07 -1.70
H -2.00 -0.04 -1.85
H -2.04 -1.76 -0.92
H 1.96 -5.44 -0.81
H 3.25 -4.37 -0.36
H 0.42 3.69 1.25
H 1.15 3.24 -0.36
H -0.28 4.12 -0.33
H -1.66 2.35 -0.13
H -0.67 1.67 1.15
H 0.06 1.23 -1.69
H 0.94 0.94 -0.13
H 0.46 -2.26 2.14
H -0.57 -0.89 2.24
```

Atom charges from the Mulliken analysis, given in e for atoms 1 to 5: number 1, C, carries 0.0755; number 2, C, carries -0.1413; number 3, C, carries 0.0106; number 4, C, carries 0.4881; number 5, C, carries -0.8260

Entry 8:
Entry from the Open Molecules 2025 dataset: the ion C4H8ClFN3O with charge +1 in a non-equilibrium geometry (ωB97M-V/def2-TZVPD).

Output
Total charge: +1
Calculated total energy: -26027.4411 eV
Kohn-Sham gap: 10.6 eV
E_LUMO: -0.1578 Eh
Relative energy (zero: lowest compared OMol25 entry of this formula, charge and spin): 23.11 kcal per mole
2S+1: 1

The geometry in XYZ format:
```
18
C4H8ClFN3O ωB97M-V/def2-TZVPD
C -0.18 -0.78 -0.55
C -1.60 -0.22 -1.08
C -2.11 0.60 0.10
C 0.09 0.12 0.67
N -0.96 0.90 0.93
N 1.25 0.19 1.37
N 2.45 -0.50 1.11
O 0.86 -0.98 -1.35
F -2.81 -0.26 0.92
Cl -0.37 -2.41 0.57
H -2.13 -1.13 -1.17
H -1.37 0.44 -1.90
H -2.67 1.41 -0.24
H -1.02 1.32 1.84
H 1.10 0.74 2.19
H 0.49 -0.99 -2.23
H 2.81 -0.16 0.23
H 2.34 -1.49 0.95
```

Atom charges from the Mulliken analysis, given in e for atoms 1 to 5: number 1, C, carries 0.5656; number 2, C, carries -0.8891; number 3, C, carries 0.1002; number 4, C, carries 0.1811; number 5, N, carries -0.1798

Entry 9:
Entry from the Open Molecules 2025 dataset: the molecule C3H8S2 in a non-equilibrium geometry (ωB97M-V/def2-TZVPD).

Output
Total charge: 0
Calculated total energy: -24909.5788 eV
Kohn-Sham gap: 9.5 eV
E_LUMO: 0.0310 Eh
Relative energy (zero: lowest compared OMol25 entry of this formula, charge and spin): 41.93 kcal per mole
2S+1: 1

The geometry in XYZ format:
```
13
C3H8S2 ωB97M-V/def2-TZVPD
C 1.63 -1.63 0.10
C -1.03 -0.50 0.77
C -1.08 1.07 0.74
H 2.35 -2.35 -0.30
H 1.25 -1.99 1.14
H 2.10 -0.81 0.28
H -0.60 -0.87 1.74
H -2.08 -0.98 0.64
H -1.04 1.49 1.82
H -2.11 1.37 0.31
H 0.30 1.09 -1.32
S 0.02 -1.32 -0.69
S 0.15 1.91 -0.18
```

Atom charges from the Mulliken analysis, given in e for atoms 1 to 5: number 1, C, carries -0.7566; number 2, C, carries -0.5518; number 3, C, carries -0.3797; number 4, H, carries 0.3354; number 5, H, carries 0.1941